The following is a quantum chemistry calculation of one molecule with the formula C15H17NO3S, from the Open Molecules 2025 dataset.

Geometry as XYZ:
```
37
Properties=species:S:1:pos:R:3:forces:R:3:nbo_charge:R:1
S -3.12713 3.87983 1.71838 0.38 -0.01 -0.52 0.45
O 3.02942 -2.99477 -1.83948 -0.03 0.16 0.32 -0.50
O -1.96629 0.62678 1.49197 -0.29 -0.14 -0.20 -0.62
O 0.47914 -1.69449 -2.30811 0.42 -0.18 0.26 -0.52
N 0.00644 0.35599 2.55425 0.24 -0.18 0.31 -0.61
C 2.20337 -2.51658 -0.86633 0.11 -0.07 0.18 0.25
C -2.59298 4.31427 -0.74443 -0.18 0.07 -0.06 -0.25
C 2.61337 -3.07456 -3.18407 -0.02 -0.08 -0.49 -0.24
C -1.46826 3.64318 -0.21393 0.11 -0.04 0.27 -0.26
C 0.95612 -1.88254 -1.03525 -0.03 0.02 -0.13 0.30
C 2.00271 -2.24361 1.53570 -0.20 0.05 -0.01 -0.22
C -3.56367 4.51201 0.18134 -0.08 -0.07 0.34 -0.41
C 2.69704 -2.68134 0.42455 -0.06 0.03 -0.32 -0.24
C -1.59858 3.34756 1.10733 -0.25 0.19 0.15 -0.18
C 0.26375 -1.46606 0.09237 0.00 -0.05 -0.10 -0.31
C -0.64875 2.60223 1.97761 -0.30 -0.20 -0.14 -0.54
C 0.76924 -1.63800 1.37531 0.04 -0.09 0.10 -0.04
C -0.02006 -1.09782 2.53961 -0.06 -0.04 -0.12 -0.24
C -0.78075 -1.08913 -2.47187 -0.21 0.11 -0.04 -0.25
C -0.95448 1.09753 1.96017 0.37 0.39 0.26 0.69
H -0.72904 2.94609 3.01176 0.15 -0.01 -0.01 0.24
H -4.51568 4.98927 0.06022 -0.18 0.11 -0.09 0.23
H -1.57564 -1.67655 -2.00269 0.03 0.03 0.01 0.18
H -1.07099 -1.38449 2.45144 0.14 -0.01 0.12 0.24
H 0.37588 2.76083 1.63263 -0.02 0.03 0.09 0.23
H 3.43001 -3.57710 -3.70277 -0.07 0.02 0.01 0.19
H 0.38125 -1.46544 3.48670 -0.07 -0.02 -0.07 0.20
H 2.45780 -2.08635 -3.62120 0.02 -0.12 0.02 0.18
H -0.79850 -0.07155 -2.06945 -0.01 -0.04 0.01 0.18
H 1.69956 -3.66322 -3.28942 0.06 0.04 -0.01 0.18
H -2.67011 4.63258 -1.76882 -0.05 0.07 -0.16 0.22
H 0.87618 0.79140 2.81719 -0.10 0.09 -0.08 0.39
H -0.69541 -0.98510 -0.00808 -0.14 0.06 -0.07 0.24
H 3.65513 -3.16595 0.52591 0.12 -0.06 -0.02 0.22
H 2.41980 -2.38698 2.52116 0.04 -0.02 0.13 0.21
H -0.59462 3.39609 -0.79163 0.19 -0.07 -0.06 0.22
H -0.94525 -1.05399 -3.54806 -0.04 0.02 0.08 0.20
```
Forces are in eV/Å.

Computed properties:
HOMO   -8.0 eV
Spin multiplicity   1
E_tot   -1260.43138 Ha
HOMO-LUMO gap   8.6881 eV
SMILES string   COc1ccc(CNC(=O)Cc2cccs2)cc1OC

***

The following is a quantum chemistry calculation of C11H17BrINOS2 as an isolated structure, from the Open Molecules 2025 dataset.

Geometry as XYZ:
```
34
Properties=species:S:1:pos:R:3:forces:R:3:nbo_charge:R:1
I -1.11064 0.45764 -2.86840 1.18 -0.93 -0.15 0.30
Br -3.86001 2.06868 -3.17415 -0.48 0.48 0.16 -0.77
S 2.01480 0.19504 2.14056 -0.05 0.33 0.27 -0.01
S -1.57637 2.53845 -0.58027 0.60 0.02 0.71 -0.13
O -2.42940 -2.24344 -1.47693 0.21 -0.19 0.02 -0.73
N 0.90019 1.77946 -1.24324 1.05 0.00 -0.03 -0.61
C -0.63890 -1.34151 -0.14102 -0.25 -0.20 -0.15 -0.46
C -1.03184 -0.49444 2.55394 0.73 0.13 -0.11 -0.01
C 3.53230 -0.75905 -0.42390 -0.70 -0.36 -0.25 -0.37
C -0.84215 -1.33018 3.39179 -0.20 -0.06 -0.07 -0.22
C 1.35291 0.20915 0.39751 0.51 -1.30 2.02 -0.15
C -2.15512 -1.55621 -0.26220 -0.34 -0.14 -0.04 -0.07
C -1.01644 0.52765 1.49553 0.16 -0.39 0.32 -0.51
C -0.22003 0.08628 0.23933 0.52 -0.05 -0.74 -0.09
C -0.44315 1.13261 -0.93656 -1.70 0.72 -0.91 -0.13
C 1.66449 1.64848 0.00851 -0.17 0.15 0.78 -0.26
C 2.18078 -0.79116 -0.38351 0.61 0.38 -0.20 -0.24
H -0.57633 1.45062 1.87922 -0.24 0.03 0.17 0.24
H 1.23828 2.30370 0.77349 -0.23 0.14 -0.27 0.23
H 1.71033 -1.60469 -0.92481 -0.31 0.86 -0.93 0.24
H 1.42912 1.28646 -1.97239 -0.37 -0.35 -0.02 0.44
H -2.41078 2.49001 -1.71514 -0.40 -0.13 -0.32 0.20
H -2.71588 -0.61601 -0.25016 0.13 0.07 0.01 0.18
H 2.39265 -1.08369 2.27724 -0.24 -0.02 -0.26 0.15
H -3.36924 -2.17269 -1.66932 0.00 0.04 0.00 0.48
H 0.76672 2.72766 -1.60114 -0.31 0.08 0.32 0.46
H 2.72156 1.89321 -0.03655 0.02 -0.22 -0.52 0.26
H 4.15360 -0.57447 0.44319 0.07 1.27 -0.29 0.22
H -0.63608 -2.08759 4.10933 -0.17 0.03 0.07 0.24
H -2.05222 0.72359 1.23278 0.09 0.27 -0.21 0.28
H -0.20915 -1.65364 -1.09034 -0.09 0.18 -0.07 0.24
H -2.50511 -2.16945 0.57387 0.00 0.18 0.10 0.18
H -0.25379 -2.03494 0.60842 0.12 0.15 0.11 0.23
H 3.99492 -1.00551 -1.37467 0.27 -1.15 0.47 0.21
```
Forces are in eV/Å.

Computed properties:
HOMO   -7.1 eV
Spin multiplicity   1
E_tot   -4227.21861 Ha
HOMO-LUMO gap   6.6112 eV

***

| no. | molecular weight (g mol⁻¹) | lowest unoccupied orbital energy (eV) |
| --- | --- | --- |
| 1 | 291.37 | 0.65 |
| 2 | 450.20 | -0.51 |